Molecular formula: C9H8ClO3
Method: DFT, ωB97M-V with the def2-TZVPD basis set

Each line ends with the Mulliken charge.
Geometry (Å):
Cl: -1.658 -0.163 -1.462  -0.357
O: -5.271 -0.344 -0.336  -0.378
O: -5.003 1.690 0.722  -0.375
O: -1.018 -1.798 0.484  -0.400
C: -0.560 -2.796 -0.427  -0.726
C: 2.761 1.914 0.430  -0.569
C: 0.858 1.161 -0.825  -0.611
C: -5.147 0.688 0.177  0.752
C: -0.702 -0.542 -0.006  0.344
C: 1.904 2.020 -0.627  -0.241
C: 1.520 -0.126 1.061  -0.412
C: 0.568 0.100 0.026  0.437
C: 2.534 0.805 1.280  -0.082
H: -1.116 -2.505 -1.406  0.306
H: 0.232 1.305 -1.732  0.169
H: 0.526 -2.865 -0.496  0.238
H: 3.233 0.699 2.168  0.227
H: 1.932 2.884 -1.397  0.171
H: -0.853 -3.764 -0.077  0.265
H: 3.684 2.654 0.549  0.157
H: 1.577 -1.015 1.891  0.085

Atomic forces in eV per Å
Cl -0.7514 -0.0331 -0.3863
O -0.2495 0.1597 -0.0860
O -0.0610 1.0472 0.3838
O 0.9630 -0.0435 0.0234
C -1.2011 0.7852 -1.2551
C 2.4170 1.0234 1.2694
C -0.3641 0.7010 -1.8720
C 0.3692 -1.2424 -0.3190
C 0.5758 0.7459 0.2184
C -0.6095 2.1042 -2.3106
C 1.7278 -1.1858 2.7378
C -1.7460 -1.8198 1.2301
C 1.1301 0.1350 0.5633
H 1.4387 -1.1220 1.1487
H 0.5246 -0.0295 0.9590
H 0.1258 0.6202 -0.3171
H -0.9343 -0.1483 -1.1495
H 0.4401 -1.3851 1.3692
H -0.6854 -0.6273 0.2663
H -2.1870 -1.7217 -0.0431
H -0.9230 2.0367 -2.4309

Properties
* highest occupied orbital energy: -1.732 eV
* energy: -28126.752 eV
* relative energy (zero: lowest compared OMol25 entry of this formula, charge and spin): 62.94 kcal per mole
* lowest unoccupied orbital energy: 2.92 eV
* orbital gap: 4.7 eV
* charge: -1
* max |F|: 3.45 eV/A